1.
Below is a 3-piece molecular cluster, C41H37ClN3O7S overall at a distorted geometry, with properties calculated with wB97M-V/def2-TZVPD.

Geometry as ORCA input:
```
! wB97M-V def2-TZVPD RIJCOSX def2/J DEFGRID3
* xyz 1 1
C 0.60 -3.92 8.28
C 1.85 -3.32 7.63
N 2.12 -3.90 6.29
N 2.18 -2.98 5.25
C 3.35 -2.67 4.62
C 3.08 -1.73 3.69
C 4.05 -1.06 2.77
C 4.31 -1.95 1.57
O 4.89 -2.98 1.63
Cl 3.64 -1.35 0.05
N 1.72 -1.50 3.74
C 1.06 -0.52 2.83
C -0.35 -0.86 2.32
C -1.40 0.21 2.73
C -2.53 -0.30 3.58
O -2.65 -0.01 4.74
O -3.42 -1.07 2.91
C -3.79 -2.31 3.53
C -3.21 -3.49 2.74
C 1.19 -2.26 4.70
S -0.46 -2.33 5.26
H -0.23 -3.21 8.24
H 0.26 -4.82 7.78
H 0.77 -4.13 9.33
H 1.69 -2.25 7.50
H 2.70 -3.48 8.28
H 1.45 -4.61 6.05
H 4.29 -3.13 4.89
H 4.98 -0.90 3.32
H 3.69 -0.07 2.49
H 1.12 0.45 3.32
H 1.72 -0.48 1.97
H -0.28 -0.83 1.24
H -0.65 -1.86 2.58
H -1.85 0.59 1.81
H -0.97 1.06 3.24
H -3.50 -2.34 4.58
H -4.87 -2.37 3.50
H -2.41 -3.14 2.09
H -2.85 -4.28 3.40
H -3.98 -3.93 2.11
H -0.86 -3.34 4.46
C -4.66 4.12 -4.46
C -5.85 3.52 -4.85
C -6.59 2.79 -3.94
C -6.14 2.64 -2.64
C -4.94 3.23 -2.25
C -4.20 3.97 -3.16
C -4.41 3.05 -0.86
O -3.36 3.56 -0.52
C -5.21 2.22 0.08
C -4.71 2.00 1.36
C -5.44 1.24 2.26
C -6.66 0.70 1.90
C -7.16 0.92 0.62
C -6.43 1.67 -0.29
C -6.97 1.87 -1.67
O -8.04 1.40 -1.99
H -4.08 4.70 -5.17
H -6.20 3.63 -5.87
H -7.53 2.33 -4.24
H -3.27 4.43 -2.85
H -3.76 2.43 1.64
H -5.04 1.06 3.26
H -7.23 0.11 2.60
H -8.12 0.50 0.32
C 4.26 -1.18 -3.15
C 4.04 -2.00 -4.26
C 4.23 -1.50 -5.54
C 4.63 -0.18 -5.71
C 4.83 0.65 -4.60
C 4.65 0.14 -3.32
C 5.21 2.08 -4.77
O 5.39 2.79 -3.80
C 5.36 2.61 -6.15
C 5.67 3.95 -6.33
C 5.82 4.46 -7.61
C 5.68 3.62 -8.71
C 5.37 2.29 -8.54
C 5.20 1.77 -7.26
C 4.84 0.34 -7.10
O 4.72 -0.39 -8.06
H 4.13 -1.56 -2.15
H 3.73 -3.02 -4.12
H 4.07 -2.12 -6.40
H 4.82 0.78 -2.47
H 5.78 4.59 -5.47
H 6.06 5.51 -7.75
H 5.81 4.02 -9.71
H 5.26 1.63 -9.39
*
```

Summary:
* LUMO: -0.1213 Eh
* frontier orbital gap: 7.807 eV
* F_max: 1.0 eV/Å

=====

2.
Below is a 2-piece molecular cluster, C4H5Cl3N4 overall at a distorted geometry, with properties calculated with wB97M-V/def2-TZVPD.

Geometry as ORCA input:
```
! wB97M-V def2-TZVPD RIJCOSX def2/J DEFGRID3
* xyz 0 1
C -0.25 1.46 1.21
C -0.69 -0.47 -0.39
C 0.17 0.14 0.72
C -0.79 0.89 3.68
N 0.58 2.51 1.35
N -1.52 1.93 1.35
N -0.17 3.56 1.71
N -1.47 3.16 1.74
Cl 0.83 0.46 4.21
Cl -1.39 2.30 4.30
Cl -1.76 -0.44 3.47
H -1.11 0.27 -1.08
H -1.74 -0.97 -0.03
H -0.12 -1.43 -0.69
H 1.17 0.27 0.30
H 0.30 -0.52 1.62
*
```

Summary:
* LUMO (alpha / beta): -0.1055 / -0.1066 Eh
* frontier orbital gap (alpha / beta): 6.819 / 6.767 eV
* F_max: 4.0 eV/Å

=====

3.
Below is C12H25BrClINP2Rh as an isolated structure at a distorted geometry, with properties calculated with wB97M-V/def2-TZVPD.

Geometry as ORCA input:
```
! wB97M-V def2-TZVPD RIJCOSX def2/J DEFGRID3
* xyz 2 5
C -0.54 -2.84 -0.87
I 0.65 -2.54 1.05
H -0.71 -1.91 -1.44
H -1.48 -3.31 -0.60
H 0.10 -3.49 -1.48
Rh -0.15 -0.44 -0.22
P -2.38 -0.25 0.46
C -2.71 -1.24 1.96
C -3.08 1.39 0.87
H -4.06 1.25 1.32
H -4.49 -0.88 -0.49
H -3.17 1.99 -0.05
H -3.31 -0.42 -1.74
H -2.09 -0.90 2.80
H -2.43 1.93 1.57
C -3.45 -0.96 -0.81
H -3.77 -1.11 2.24
H -3.20 -2.02 -0.97
H -2.50 -2.30 1.77
P 1.52 -0.22 -1.83
C 3.02 -1.18 -1.41
C 0.91 -0.96 -3.36
H 1.37 2.03 -2.72
H 2.99 1.29 -3.00
H 2.56 1.96 -1.39
C 2.17 1.43 -2.27
H 0.02 -0.42 -3.69
H 1.69 -0.88 -4.12
H 3.74 -1.06 -2.23
H 2.76 -2.24 -1.29
H 0.66 -2.01 -3.20
H 3.47 -0.81 -0.48
Cl -1.01 1.32 -1.63
Br 4.48 2.63 1.88
C 2.67 2.05 2.20
C 1.97 2.50 3.31
C 0.66 2.05 3.44
C 0.09 1.22 2.47
N 0.77 0.85 1.38
C 2.06 1.21 1.26
H 2.41 3.17 4.04
H 0.06 2.36 4.29
H -0.93 0.88 2.58
H 2.64 0.88 0.40
*
```

Summary:
* LUMO (alpha / beta): -0.2645 / -0.3590 Eh
* ⟨S²⟩: 6.018
* frontier orbital gap (alpha / beta): 6.331 / 5.662 eV
* F_max: 2.8 eV/Å

=====

4.
Below is C29H67AlClN8O12P2 as an isolated structure at a distorted geometry, with properties calculated with wB97M-V/def2-TZVPD.

Geometry as ORCA input:
```
! wB97M-V def2-TZVPD RIJCOSX def2/J DEFGRID3
* xyz -1 1
C -2.48 -2.03 -1.56
C -2.12 -2.08 -3.19
O -2.89 -1.33 -3.97
O -1.04 -2.98 -3.58
C -0.30 -2.57 -4.77
C 1.30 -2.21 -4.50
C 1.48 -0.69 -3.84
C 1.03 -0.61 -2.26
C 2.21 0.18 -1.37
C 1.85 1.78 -1.49
C 0.73 2.26 -0.37
C 1.42 2.85 1.01
Al 2.16 1.38 2.23
C 2.33 2.25 4.13
O 1.33 3.31 4.32
N 1.73 4.01 5.43
O 1.62 5.22 5.18
P 4.26 0.58 1.65
N 4.88 1.28 0.14
O 5.34 1.17 2.91
P 0.53 -0.29 2.48
O 1.37 -1.63 3.20
Cl -0.91 0.38 3.92
H -3.16 -1.10 -1.28
H -3.17 -2.99 -1.38
H -1.49 -2.11 -0.94
H -0.31 -3.50 -5.52
H -0.73 -1.67 -5.37
H 1.84 -3.05 -3.88
H 1.84 -2.15 -5.56
H 2.60 -0.40 -4.01
H 0.83 0.10 -4.44
H 0.02 0.00 -2.20
H 0.86 -1.66 -1.75
H 2.22 -0.22 -0.26
H 3.23 -0.09 -1.92
H 2.76 2.51 -1.39
H 1.36 2.00 -2.56
H -0.09 1.43 -0.16
H 0.14 3.17 -0.86
H 0.55 3.40 1.61
H 2.21 3.71 0.77
H 3.39 2.76 4.13
H 2.25 1.38 4.93
H 4.48 2.22 -0.09
H 4.87 0.62 -0.66
H 4.93 0.81 3.76
H 2.35 -1.58 2.95
C -2.48 5.44 2.55
O -1.53 5.17 1.84
N -2.49 5.35 3.93
C -3.67 5.69 4.71
C -1.30 4.91 4.62
H -3.44 5.79 2.13
H -3.41 6.51 5.39
H -3.98 4.81 5.28
H -4.49 6.01 4.07
H -0.48 5.59 4.38
H -1.04 3.91 4.27
H -1.46 4.89 5.70
C -5.14 -0.11 7.25
O -6.33 0.01 7.49
N -4.60 -0.65 6.09
C -3.17 -0.75 5.88
C -5.50 -1.12 5.06
H -4.37 0.21 7.97
H -2.90 -0.18 4.99
H -2.92 -1.81 5.74
H -2.62 -0.36 6.74
H -6.13 -0.28 4.73
H -6.14 -1.90 5.47
H -4.93 -1.51 4.21
C 2.40 -3.62 0.91
O 3.33 -3.12 0.30
N 2.01 -4.94 0.83
C 0.89 -5.46 1.59
C 2.73 -5.84 -0.05
H 1.78 -3.03 1.61
H 1.25 -6.27 2.24
H 0.14 -5.85 0.90
H 0.44 -4.68 2.21
H 3.78 -5.87 0.26
H 2.68 -5.46 -1.07
H 2.31 -6.85 -0.01
C -1.80 3.98 -3.75
O -0.74 3.72 -3.20
N -3.02 3.42 -3.44
C -4.24 3.79 -4.14
C -3.09 2.43 -2.39
H -1.86 4.73 -4.56
H -4.95 4.19 -3.41
H -4.65 2.89 -4.61
H -4.04 4.54 -4.90
H -2.73 2.87 -1.45
H -2.44 1.59 -2.65
H -4.11 2.07 -2.26
C -2.66 -6.84 -0.75
O -1.99 -6.71 0.27
N -2.21 -7.35 -1.94
C -3.06 -7.47 -3.10
C -0.83 -7.79 -2.04
H -3.72 -6.53 -0.78
H -3.12 -8.52 -3.40
H -2.63 -6.88 -3.92
H -4.07 -7.10 -2.89
H -0.66 -8.58 -1.30
H -0.17 -6.95 -1.82
H -0.62 -8.18 -3.05
C 4.81 3.94 -2.42
O 3.62 4.06 -2.17
N 5.34 3.41 -3.57
C 6.77 3.30 -3.78
C 4.45 2.94 -4.61
H 5.58 4.27 -1.70
H 7.04 3.88 -4.67
H 7.03 2.25 -3.93
H 7.33 3.69 -2.92
H 3.82 3.77 -4.94
H 3.80 2.16 -4.19
H 5.01 2.55 -5.46
*
```

Summary:
* LUMO: 0.0678 Eh
* frontier orbital gap: 5.752 eV
* F_max: 7.9 eV/Å